21
Properties=species:S:1:pos:R:3:lowdin_charge:R:1 method="wB97M-V/def2-TZVPD" total_charge=0 e_lumo_ev=0.56 largest_force_ha_per_bohr=0.065 e_homo_ha=-0.341
C 1.380 0.388 -1.927 -0.062
C 0.107 0.853 -1.281 -0.456
O 0.154 2.207 -1.044 -0.043
C -0.060 0.108 0.108 -0.349
N 0.527 0.805 1.257 0.044
C -1.482 0.006 0.437 -0.300
O -1.724 -1.109 1.220 -0.072
H 1.716 1.300 -2.543 0.103
H 1.414 -0.590 -2.463 0.090
H 2.204 0.293 -1.121 0.108
H -0.772 0.650 -1.925 0.145
H -0.556 2.628 -1.595 0.133
H 0.454 -0.887 -0.052 0.146
H -0.153 1.061 2.007 0.093
H 1.033 1.659 0.998 0.080
H -1.949 0.897 0.946 0.141
H -2.182 -0.135 -0.401 0.126
H -1.032 -1.122 1.950 0.100
O 0.715 -3.076 1.900 -0.065
H -0.003 -3.691 1.901 0.019
H 0.209 -2.246 1.628 0.020

---

21
Properties=species:S:1:pos:R:3:lowdin_spin:R:1 method="wB97M-V/def2-TZVPD" spin_multiplicity=2 total_charge=+1 s2=1.79 e_lumo_ev="-7.71 / -10.02" largest_force_ha_per_bohr=0.064 e_homo_ha="-0.465 / -0.484"
C -0.690 -2.427 -1.874 0.478
O 0.046 -1.968 2.498 0.031
C -0.311 -1.978 -0.612 0.062
C 0.747 1.992 -1.102 0.343
C 0.110 3.176 -0.896 0.335
O 0.421 2.078 1.774 -0.956
N 0.904 -2.004 -0.049 0.415
H 0.020 -2.919 -2.486 0.026
H -1.719 -2.383 -2.100 0.029
H 0.649 -2.394 3.165 0.000
H -1.101 -1.550 -0.006 -0.002
H 1.051 1.638 -2.139 0.008
H 0.943 1.357 -0.226 0.010
H -0.121 3.381 0.182 0.003
H -0.185 3.883 -1.670 0.011
H 0.465 2.058 2.696 -0.028
H 1.521 -2.464 -0.677 0.010
H 0.543 -2.034 1.623 0.001
H -0.760 1.187 1.270 0.001
H -1.094 0.722 -0.122 -0.002
O -1.439 0.649 0.751 0.222

---

23
Properties=species:S:1:pos:R:3:lowdin_charge:R:1 method="wB97M-V/def2-TZVPD" total_charge=0 e_lumo_ev=-0.14 largest_force_ha_per_bohr=0.065 e_homo_ha=-0.356
O -0.377 0.373 -1.915 0.050
C -0.459 1.250 -1.113 -0.256
C 0.615 1.669 -0.028 -0.114
C 1.652 0.558 0.285 -0.186
N 1.363 -0.061 1.555 0.018
C 2.112 -0.154 2.704 -0.317
O 1.602 -0.840 3.582 -0.008
H -1.144 2.142 -1.324 0.133
H 1.184 2.456 -0.548 0.123
H 0.089 1.938 0.868 0.098
H 1.542 -0.040 -0.683 0.111
H 2.650 0.940 0.357 0.111
H 0.512 -0.598 1.663 0.143
H 3.085 0.283 2.798 0.126
O 1.301 -2.340 -1.788 -0.074
H 1.002 -1.496 -2.185 0.015
H 0.501 -2.750 -1.441 0.028
O -3.642 0.239 0.146 -0.035
H -2.989 0.896 -0.108 0.025
H -3.377 -0.211 0.954 0.060
O -2.278 -1.746 -1.201 -0.066
H -2.443 -1.096 -0.504 -0.020
H -2.499 -1.413 -2.072 0.038

---

30
Properties=species:S:1:pos:R:3:lowdin_charge:R:1 method="wB97M-V/def2-TZVPD" total_charge=-1 e_lumo_ev=2.93 largest_force_ha_per_bohr=0.019 e_homo_ha=-0.238
O 2.711 -2.272 0.094 -0.388
S 1.832 -2.569 -1.011 0.497
O 1.297 -1.422 -1.715 -0.388
N 0.737 -3.630 -0.519 -0.378
S -0.466 -3.894 -1.547 0.412
O -1.074 -5.167 -1.249 -0.356
O -0.133 -3.651 -2.932 -0.370
P -2.089 -2.573 -0.971 0.372
O -2.719 -3.070 0.260 -0.305
O -1.649 -1.052 -0.885 -0.131
O -3.082 -2.641 -2.220 -0.137
H 2.601 -3.241 -1.890 0.061
H -0.683 -0.979 -0.773 0.044
H -3.899 -3.004 -1.861 0.076
C 1.347 3.924 0.196 -0.114
O 0.634 3.887 1.418 -0.194
C -0.678 3.361 1.288 -0.209
C -0.757 1.904 1.685 -0.209
O -0.006 1.083 0.817 -0.197
C 1.259 0.689 1.322 -0.095
H 2.397 4.090 0.436 0.086
H 1.255 2.986 -0.354 0.086
H 0.994 4.750 -0.433 0.084
H -1.038 3.484 0.261 0.125
H -1.328 3.946 1.947 0.121
H -1.801 1.581 1.616 0.128
H -0.429 1.773 2.722 0.126
H 1.146 -0.111 2.060 0.096
H 1.812 1.520 1.769 0.084
H 1.811 0.298 0.469 0.073

---

20
Properties=species:S:1:pos:R:3:lowdin_spin:R:1 method="wB97M-V/def2-TZVPD" spin_multiplicity=2 total_charge=-1 s2=0.75 e_lumo_ev="2.71 / 2.82" largest_force_ha_per_bohr=0.021 e_homo_ha="0.040 / -0.217"
C -1.328 -0.385 -0.012 0.211
N -0.187 -0.969 0.686 0.007
C 1.039 -1.019 -0.068 0.011
C 1.954 -2.178 0.310 0.019
S 3.142 -2.586 -1.019 0.030
C 1.755 0.327 0.056 0.042
H -1.260 0.696 -0.008 0.066
H -2.193 -0.579 0.598 0.044
H -1.426 -0.780 -1.021 0.024
H -0.412 -1.796 1.213 0.009
H 0.789 -1.177 -1.130 0.006
H 1.377 -3.078 0.463 0.005
H 2.547 -1.966 1.198 0.001
H 2.786 -1.640 -1.896 0.006
H 2.723 0.401 -0.437 0.005
H 1.824 0.602 1.107 0.005
H 1.137 1.117 -0.371 0.020
H -5.358 4.711 0.496 0.070
H -4.066 4.891 -0.223 0.114
O -4.845 5.408 0.056 0.304

---

20
Properties=species:S:1:pos:R:3:lowdin_charge:R:1 method="wB97M-V/def2-TZVPD" total_charge=0 e_lumo_ev=0.76 largest_force_ha_per_bohr=0.027 e_homo_ha=-0.336
N -0.790 1.571 -0.362 -0.017
C -1.161 0.660 0.741 -0.259
C -1.263 -0.798 0.280 -0.219
C -0.262 -1.323 -0.755 -0.294
C 1.182 -1.022 -0.442 -0.580
S 1.860 -1.784 1.086 0.687
H -1.019 2.527 -0.126 0.082
H -1.356 1.318 -1.163 0.082
H -0.350 0.731 1.471 0.105
H -2.131 0.896 1.172 0.105
H -1.165 -1.445 1.151 0.097
H -2.269 -0.922 -0.145 0.109
H -0.451 -0.909 -1.753 0.107
H -0.408 -2.402 -0.901 0.105
H 1.265 0.061 -0.312 0.032
H 1.776 -1.190 -1.344 0.078
H 1.362 -2.983 0.681 -0.132
O 1.881 2.634 0.058 -0.078
H 0.994 2.254 -0.081 -0.030
H 2.307 2.126 0.746 0.020